DFT (ωB97M-V/def2-TZVPD) results for a structure of composition C42H42BMgN10O3S.

ORCA input file:
```
! wB97M-V def2-TZVPD RIJCOSX def2/J DEFGRID3
* xyz 0 2
Mg -0.414 0.259 -0.749
C -0.247 -0.659 3.402
C -0.888 -0.674 2.160
N -0.277 0.140 1.309
N 0.764 0.699 1.984
C 0.795 0.231 3.242
B 1.734 1.651 1.226
N 0.923 2.750 0.468
C 1.081 4.084 0.567
C 0.265 4.685 -0.366
C -0.371 3.614 -1.004
N 0.027 2.452 -0.505
N 2.530 0.832 0.167
C 3.781 0.333 0.166
C 4.002 -0.300 -1.036
C 2.786 -0.169 -1.710
N 1.899 0.503 -0.993
N 2.658 2.376 2.201
C 3.889 2.906 1.988
C 4.203 3.698 3.062
C 3.074 3.602 3.900
N 2.144 2.822 3.378
H -0.514 -1.196 4.296
H -1.755 -1.224 1.823
H 1.533 0.580 3.944
H 1.748 4.515 1.295
H 0.144 5.738 -0.553
H -1.126 3.645 -1.775
H 4.427 0.439 1.019
H 4.890 -0.817 -1.353
H 2.514 -0.560 -2.678
H 4.430 2.731 1.075
H 5.106 4.262 3.219
H 2.901 4.072 4.856
N -0.523 0.563 -2.936
C -1.361 -0.322 -3.775
C -2.731 -0.542 -3.131
C -2.638 -1.429 -1.886
O -3.157 -2.541 -1.913
O -1.962 -0.946 -0.911
H -0.929 1.495 -2.920
H 0.409 0.672 -3.323
H -0.845 -1.278 -3.874
H -1.480 0.085 -4.781
H -3.401 -1.018 -3.843
H -3.135 0.436 -2.854
O 0.628 -1.917 -0.690
S -0.196 -3.126 -0.293
C 0.919 -4.291 0.588
C 2.337 -3.848 0.783
C 3.365 -4.328 -0.020
C 4.685 -3.993 0.253
C 4.990 -3.181 1.337
C 3.963 -2.682 2.130
C 2.646 -2.999 1.843
C -0.441 -4.110 -1.789
C 0.820 -4.492 -2.496
C 1.220 -5.825 -2.542
C 2.405 -6.192 -3.165
C 3.212 -5.223 -3.744
C 2.819 -3.890 -3.708
C 1.630 -3.529 -3.094
H 0.855 -5.237 0.049
H 0.438 -4.416 1.558
H 3.135 -4.979 -0.858
H 5.476 -4.379 -0.377
H 6.020 -2.934 1.561
H 4.189 -2.049 2.979
H 1.847 -2.610 2.467
H -1.129 -3.496 -2.377
H -1.000 -4.987 -1.453
H 0.593 -6.585 -2.088
H 2.697 -7.234 -3.198
H 4.139 -5.504 -4.227
H 3.445 -3.130 -4.160
H 1.325 -2.491 -3.051
N -2.667 1.694 -0.592
C -3.454 2.236 0.214
C -3.168 2.284 1.683
C -2.060 2.978 2.151
C -1.829 3.061 3.518
C -2.699 2.447 4.408
C -3.802 1.746 3.934
C -4.044 1.670 2.571
C -4.689 2.917 -0.307
C -5.402 2.374 -1.372
C -6.524 3.027 -1.861
C -6.933 4.227 -1.293
C -6.226 4.766 -0.227
C -5.109 4.110 0.272
H -1.384 3.452 1.450
H -0.954 3.591 3.875
H -2.513 2.505 5.473
H -4.480 1.264 4.628
H -4.909 1.136 2.194
H -5.088 1.429 -1.795
H -7.083 2.594 -2.681
H -7.809 4.736 -1.675
H -6.546 5.697 0.223
H -4.564 4.521 1.112
*
```

The calculation puts the orbital gap (alpha / beta) at 8.93 / 8.05 eV. The value obtained for the molecular weight is 802.05 g mol⁻¹. As for the total energy: -82241.673 eV. As for the energy above the lowest of the compared OMol25 structures with the same formula, charge and spin: 18.39 kJ/mol.